1.
Computed, not measured: a structure of composition C16H11N4O5PdS3, with ωB97M-V/def2-TZVPD.

The geometry in XYZ format:
```
40
Properties=species:S:1:pos:R:3:forces:R:3:nbo_charge:R:1
Pd 0.254982 0.970826 -0.982281 0.008 0.009 -0.256 0.764
S 0.600256 3.128999 -0.295253 -0.019 0.019 0.057 -0.025
C 2.225857 2.593657 -0.592683 0.021 0.002 -0.072 -0.100
N 2.241567 1.366557 -1.039202 -0.038 0.012 0.085 -0.535
C 3.517674 0.919252 -1.349690 0.012 -0.023 0.029 0.188
C 3.874316 -0.320577 -1.869270 -0.013 -0.018 -0.007 -0.242
C 5.211906 -0.566154 -2.103946 0.013 0.011 -0.002 -0.184
C 6.184043 0.401812 -1.830749 -0.002 -0.006 -0.002 -0.198
C 5.836320 1.638723 -1.323888 -0.002 0.001 0.001 -0.184
C 4.489427 1.889821 -1.087588 0.000 -0.003 -0.012 -0.247
S 3.755479 3.353914 -0.475419 -0.004 -0.009 0.016 0.499
H 3.117707 -1.059131 -2.099887 0.000 0.009 0.007 0.225
H 5.514072 -1.520589 -2.512641 0.002 -0.001 0.000 0.231
H 7.224440 0.181889 -2.025663 0.000 0.000 0.000 0.233
H 6.588595 2.388613 -1.121493 0.000 0.001 0.001 0.236
O -0.684682 -5.671421 -1.162387 -0.013 0.000 -0.003 -0.329
C -0.592942 -4.505028 -0.962390 0.037 -0.009 0.023 0.362
C -1.259930 -3.717957 0.197637 -0.041 -0.007 -0.040 0.364
O -1.971059 -4.161558 1.038843 0.000 0.018 0.010 -0.335
C -0.851312 -2.228001 0.063129 0.089 0.028 -0.039 0.375
C -0.020291 -2.089141 -1.235588 -0.051 -0.019 -0.108 0.425
O 0.349349 -1.069326 -1.757120 0.050 -0.002 0.225 -0.444
C 0.219484 -3.500207 -1.819506 -0.045 0.004 -0.014 0.365
O 0.932646 -3.745138 -2.737626 0.014 0.017 -0.009 -0.334
O -1.079321 -1.343084 0.825999 -0.006 -0.003 0.038 -0.368
C -5.504546 -1.293121 -2.269418 0.000 0.015 -0.010 -0.598
C -4.640908 -0.171744 -2.847202 0.007 -0.006 -0.003 -0.456
C -3.683988 0.393674 -1.851477 -0.047 0.032 0.030 0.088
N -2.407090 0.343247 -1.957638 0.090 0.009 -0.044 -0.269
N -1.762984 0.943919 -0.904983 -0.123 0.015 0.223 -0.398
C -2.568871 1.408094 0.027096 0.006 -0.142 -0.080 0.268
N -2.167265 1.931657 1.190388 0.097 0.093 -0.062 -0.773
S -4.226255 1.186482 -0.389587 -0.018 -0.033 0.014 0.406
H -6.171714 -1.683844 -3.035332 0.002 -0.002 0.000 0.236
H -6.121290 -0.940296 -1.441889 0.001 -0.004 0.004 0.213
H -4.886631 -2.114645 -1.905797 -0.005 -0.007 0.008 0.207
H -5.274351 0.634505 -3.223342 0.003 0.001 -0.006 0.238
H -4.041860 -0.528811 -3.684568 -0.004 0.003 -0.004 0.246
H -1.181623 2.093307 1.343029 -0.028 -0.010 0.007 0.430
H -2.824355 2.368493 1.811762 0.007 0.005 -0.004 0.423
```
Forces are in eV/Å.

As for the orbital gap: 4.74 eV. The calculation puts the calculated total energy at -2533.7250 Ha. As for the charge: +1. The calculation puts the max |F| at 0.256 eV/A. The relative energy (zero: lowest compared OMol25 entry of this formula, charge and spin) comes out at 0.0 kJ/mol. For the HOMO energy, the calculation gives -11.4 eV. The value obtained for the LUMO energy is -6.629 eV.

2.
Computed, not measured: a structure of composition C16H12BaCl2N5O7S2 in a non-equilibrium geometry, with ωB97M-V/def2-TZVPD.

The geometry in XYZ format:
```
45
Properties=species:S:1:pos:R:3:forces:R:3:mulliken_charge:R:1
Ba 0.970943 -0.450075 -0.041632 4.620 1.740 1.387 1.843
C 6.651615 -1.797445 -0.402834 0.154 -0.139 0.066 -0.825
S 6.212958 -0.064823 -0.313135 -0.055 0.091 0.055 -0.077
C 4.557065 -0.085897 0.329445 -0.224 0.238 0.552 0.281
S 3.783062 -1.537396 0.823483 0.331 0.344 -0.249 -0.499
N 4.160490 1.163633 0.455290 -0.275 -0.061 -0.155 -1.147
N 2.810094 1.365657 0.590091 1.048 0.197 0.203 0.751
C 2.422893 2.430139 1.173188 -0.513 0.248 0.013 -1.067
C 0.978512 2.809533 1.119607 0.273 -0.301 -0.173 0.943
C 0.518114 3.958968 1.745010 -0.039 0.150 0.148 -0.855
C -0.821444 4.300800 1.628975 0.044 0.068 0.051 -0.231
C -1.672288 3.497303 0.888121 0.058 0.010 0.012 -0.865
C -1.139026 2.362733 0.297126 0.322 -0.092 0.091 -0.271
N 0.147373 2.026168 0.408868 -0.348 0.965 0.164 0.151
H 7.741969 -1.835502 -0.368379 -0.049 -0.049 -0.034 0.322
H 6.294438 -2.252812 -1.323701 -0.023 -0.025 0.002 0.249
H 6.230916 -2.332087 0.447786 0.058 0.032 -0.036 0.285
H 3.125231 3.094863 1.678383 -0.025 0.060 -0.102 0.303
H 1.205747 4.568760 2.318469 -0.041 0.007 -0.019 0.399
H -1.197258 5.192817 2.117031 0.020 -0.033 -0.018 0.399
H -2.721991 3.730989 0.774316 0.028 -0.003 0.016 0.402
H -1.758223 1.688996 -0.290889 0.090 0.032 0.078 0.455
Cl 1.521943 2.293266 -2.619855 0.040 -0.248 -0.217 -0.128
C 1.718851 0.765099 -3.520711 0.195 0.056 0.280 -0.212
Cl 2.918450 -0.296963 -2.731225 -0.142 0.202 -0.301 -0.098
H 2.070223 0.993572 -4.515956 0.074 0.052 -0.063 0.380
H 0.764862 0.256073 -3.515221 -0.079 -0.073 0.079 0.149
O 0.248594 -2.376114 -1.108634 -1.436 -1.522 -1.263 -0.798
C -0.754705 -1.655352 -1.351616 -1.173 -1.079 -1.075 -0.678
O -0.673940 -0.533546 -1.921264 -0.647 -0.489 -0.516 -0.669
C -2.052691 -1.959541 -0.632412 0.077 0.133 0.093 1.131
C -3.100620 -2.686419 -1.107966 0.114 -0.003 -0.163 -0.753
C -4.252505 -2.802524 -0.322639 -0.349 -0.440 -0.079 -0.218
C -4.366433 -2.166197 0.887819 -0.115 0.016 0.092 -0.446
C -3.308492 -1.408499 1.352840 -0.239 0.274 0.365 -0.296
C -2.073354 -1.327339 0.662966 0.639 0.241 0.173 1.101
O -0.991735 -0.768559 1.092183 -2.939 -0.696 0.821 -0.975
N -3.530735 -0.673551 2.615351 0.497 -0.715 -0.279 0.909
O -2.898129 0.341421 2.797882 -0.035 0.336 -0.012 -0.541
O -4.313877 -1.152894 3.420293 -0.177 0.081 -0.034 -0.636
N -5.388237 -3.583885 -0.825075 0.170 0.973 -0.228 1.015
O -6.404616 -3.626721 -0.157386 -0.047 -0.247 0.253 -0.646
O -5.290902 -4.064172 -1.940276 0.088 -0.343 -0.027 -0.647
H -3.067652 -3.162047 -2.079132 0.011 0.014 0.039 0.535
H -5.275489 -2.240433 1.465412 0.018 -0.004 0.007 0.577
```
Forces are in eV/Å.

As for the orbital gap: 7.33 eV. The calculation puts the calculated total energy at -3159.6258 Ha. As for the charge: -1. The calculation puts the max |F| at 5.128 eV/A. The relative energy (zero: lowest compared OMol25 entry of this formula, charge and spin) comes out at 156.9 kJ/mol. For the HOMO energy, the calculation gives -5.3 eV. The value obtained for the LUMO energy is 2.081 eV.

3.
Computed, not measured: a structure of composition C16H12CaNO5S2, with ωB97M-V/def2-TZVPD.

The geometry in XYZ format:
```
37
Properties=species:S:1:pos:R:3:forces:R:3:nbo_charge:R:1
Ca 1.288020 -1.640251 0.034194 -0.048 0.108 0.279 1.786
S 1.167585 -1.308707 3.053912 -0.054 -0.291 0.229 -0.353
C 1.278598 0.256697 2.458036 0.026 0.614 -0.370 -0.081
N 1.365114 0.550807 1.174938 0.032 -0.110 -0.164 -0.679
C 1.446970 1.901010 0.916950 -0.026 0.046 0.142 0.213
C 1.554993 2.484027 -0.343958 -0.002 -0.100 -0.005 -0.244
C 1.623637 3.862692 -0.442390 0.008 0.019 -0.037 -0.212
C 1.587580 4.672157 0.694106 -0.009 -0.041 0.099 -0.248
C 1.482780 4.104105 1.956919 0.018 0.033 -0.116 -0.222
C 1.414397 2.722667 2.053514 0.004 -0.055 0.156 -0.258
S 1.287740 1.723311 3.472872 -0.014 -0.215 -0.003 0.321
H 1.585759 1.839245 -1.213300 0.004 0.060 -0.034 0.232
H 1.708238 4.325426 -1.418150 -0.002 -0.024 -0.004 0.202
H 1.642665 5.748616 0.591899 0.000 0.001 0.001 0.201
H 1.456934 4.721180 2.846405 -0.002 0.017 -0.017 0.208
C 5.400935 -1.473745 -0.396520 -0.023 0.024 -0.020 -0.722
C 3.914157 -1.751249 -0.481071 0.106 -0.027 -0.210 0.759
O 3.438630 -2.662243 0.251661 -0.160 0.141 -0.109 -0.811
O 3.210225 -1.038547 -1.253647 -0.069 -0.137 0.220 -0.814
H 5.957192 -2.409968 -0.387233 0.002 0.004 0.018 0.216
H 5.591099 -0.958558 0.546653 0.031 -0.014 -0.004 0.228
H 5.718955 -0.839710 -1.220824 0.022 -0.010 0.006 0.213
O -2.886113 -0.767993 -2.875456 0.012 0.013 0.026 -0.652
C -3.543625 -1.217981 -1.773026 0.004 -0.094 0.028 0.413
C -4.933074 -1.144814 -1.702864 -0.023 0.020 -0.002 -0.337
C -5.614362 -1.633890 -0.600072 0.014 0.021 -0.029 -0.188
C -4.915172 -2.218615 0.444568 0.020 0.003 -0.026 -0.267
C -3.532916 -2.302260 0.363817 -0.075 0.020 0.015 -0.134
C -2.826164 -1.799056 -0.723052 0.008 -0.019 0.018 -0.240
C -1.320396 -1.885352 -0.672075 0.233 0.085 -0.093 0.750
O -0.628250 -1.030048 -1.282556 -0.065 -0.091 0.072 -0.780
O -0.815539 -2.793238 0.046763 0.004 0.003 -0.061 -0.807
H -3.538114 -0.420743 -3.491503 -0.009 0.017 -0.025 0.465
H -5.478882 -0.697239 -2.528448 -0.003 -0.007 0.012 0.193
H -6.694383 -1.557710 -0.563593 0.002 0.000 -0.004 0.202
H -5.442842 -2.602280 1.307919 0.033 -0.009 0.007 0.207
H -2.952377 -2.757753 1.154608 0.001 -0.006 0.005 0.241
```
Forces are in eV/Å.

As for the orbital gap: 7.25 eV. The calculation puts the calculated total energy at -2522.1866 Ha. As for the charge: -1. The calculation puts the max |F| at 0.717 eV/A. The relative energy (zero: lowest compared OMol25 entry of this formula, charge and spin) comes out at 2.0 kJ/mol. For the HOMO energy, the calculation gives -4.6 eV. The value obtained for the LUMO energy is 2.697 eV.

4.
Computed, not measured: a structure of composition C16H12Cl2MoN3O4S in a non-equilibrium geometry, with ωB97M-V/def2-TZVPD.

The geometry in XYZ format:
```
39
Properties=species:S:1:pos:R:3:forces:R:3:nbo_charge:R:1
Mo 11.395997 10.117567 6.464975 0.778 0.582 1.112 1.697
C 16.515193 15.450385 5.957697 -0.135 -0.047 0.937 -0.640
C 15.606498 14.315678 5.508963 1.852 1.815 0.642 0.010
C 16.161732 13.131282 5.188207 0.682 -3.704 -0.516 -0.164
C 15.353433 12.032687 4.822440 1.165 1.492 -0.536 -0.199
C 13.986853 12.274006 4.706858 0.440 -2.282 0.543 -0.361
C 13.402661 13.427287 5.104412 1.111 1.820 -0.495 -0.167
C 14.261509 14.481980 5.420879 -2.083 0.576 0.517 -0.163
S 13.008556 10.863044 4.372074 -0.551 0.690 -0.956 2.311
O 11.515477 11.204775 4.764102 1.085 -0.463 -0.027 -0.827
O 13.203312 10.407411 3.045058 -0.100 -0.134 0.129 -0.821
N 13.147228 9.808617 5.525463 -0.624 -0.181 0.185 -0.928
C 14.052238 8.791594 5.944337 1.180 -0.356 0.567 -0.347
C 13.250757 7.950471 6.986350 1.282 -0.250 -0.203 0.783
O 13.559290 6.921807 7.485881 0.183 0.452 -0.311 -0.453
O 12.068118 8.543168 7.271500 -1.302 0.762 -0.137 -0.595
H 16.004364 15.940997 6.786242 -0.154 0.461 -0.220 0.230
H 16.680331 16.158824 5.144482 0.092 0.003 0.156 0.242
H 17.478974 15.166798 6.447541 -0.658 -0.261 -0.959 0.236
H 17.242936 12.911458 5.252076 -0.676 0.538 -0.020 0.235
H 15.893548 11.155167 4.486230 -0.515 -0.305 0.109 0.241
H 12.370966 13.564689 4.976860 -1.266 0.258 0.238 0.246
H 13.845491 15.457564 5.689602 -0.007 -0.377 -0.144 0.236
H 14.969644 9.269426 6.381174 -0.755 -0.700 -0.022 0.255
H 14.373205 8.123191 5.148145 -0.045 -0.006 -0.149 0.257
Cl 9.732304 7.617308 4.476417 -0.725 -0.434 -0.459 0.040
C 8.243214 8.412946 4.951846 2.769 0.410 -0.171 0.029
C 6.995701 8.158178 4.521151 -1.386 -1.454 -0.510 -0.242
C 5.891759 8.837594 5.014548 0.044 0.785 1.794 -0.110
C 6.076833 9.818272 6.007614 3.087 -1.761 -1.515 -0.212
C 7.405897 10.050784 6.417388 -1.401 1.215 0.736 0.042
Cl 7.677772 11.121791 7.765486 -0.233 -0.085 -0.371 0.058
C 8.505139 9.441072 5.851362 -0.444 0.008 0.790 -0.038
N 9.741788 9.774468 6.349884 -0.651 0.009 -0.494 -0.302
H 6.739189 7.269909 3.964667 0.534 0.006 -0.496 0.254
H 4.911678 8.423848 4.811967 -0.044 0.437 -0.291 0.246
H 5.367189 10.311292 6.552485 -2.122 1.015 0.935 0.244
N 12.062798 12.850145 7.887865 -0.333 -1.244 0.178 -0.233
C 11.743809 11.734806 7.767971 -0.074 0.710 -0.569 -0.091
```
Forces are in eV/Å.

As for the orbital gap (alpha / beta): 6.64 / 6.64 eV. The calculation puts the calculated total energy at -2468.5999 Ha. As for the charge: +1. The calculation puts the max |F| at 3.864 eV/A. For the HOMO energy (alpha / beta), the calculation gives -12.7 / -12.7 eV. The value obtained for the LUMO energy (alpha / beta) is -6.101 / -6.099 eV.